C68H156N8O6 | wB97M-V/def2-TZVPD

As for the gap between HOMO and LUMO: 2.95 eV. The HOMO energy is -11.99 eV. As for the charge: +6.

Last columns: bonded neighbours and bond lengths (Å).
Positions of all 238 atoms, in Å:
1 N -1.591 -6.574 -2.910  C148 1.517, C164 1.633, C183 1.562, C187 1.544
2 H 6.479 -6.582 1.261  C114 1.090
3 N -9.161 -0.264 -0.795  C97 1.538, C104 1.585, C136 1.587, C233 1.554
4 H -2.770 2.629 7.586  O113 0.960
5 H 2.563 -1.426 -9.181  C70 1.090
6 C 4.624 4.476 -3.595  H79 1.090, C85 1.505, C163 1.542, H172 1.090
7 H 1.217 -0.602 10.793  C238 1.090
8 H 3.178 0.154 -8.586  C70 1.090
9 H 4.192 -3.601 0.865  C151 1.090
10 C -10.201 -1.969 -2.494  H72 1.090, C97 1.649, H168 1.090, C181 1.505
11 H -2.748 4.497 6.769  C98 1.090
12 H -4.935 3.876 -6.949  C69 1.090
13 H 1.389 -0.695 -7.139  C199 1.090
14 C 1.867 -2.693 10.960  H36 1.090, H73 1.090, N229 1.581, C238 1.598
15 H 4.139 -5.945 1.649  C162 1.090
16 H -9.610 -0.630 1.217  C136 1.090
17 C -0.138 -2.528 6.178  H31 1.090, H49 1.090, H50 1.090, C192 1.525
18 H -2.217 1.913 0.640  C150 1.090
19 H -2.001 6.965 -6.482  C174 1.090
20 H -4.518 7.953 -5.895  C205 1.090
21 O -0.893 9.176 2.430  C78 1.247
22 H 6.172 -5.914 5.032  C30 1.090
23 C -3.413 7.183 -8.983  H40 1.090, C102 1.582, C143 1.517, H153 1.090
24 C 1.340 5.736 6.729  H111 1.090, H112 1.090, H119 1.090, N170 1.538
25 N 4.549 -1.475 -8.395  C70 1.544, C100 1.506, C115 1.518, C158 1.526
26 C 1.613 -4.913 9.606  H59 1.090, H91 1.090, H176 1.090, N229 1.548
27 H 3.228 5.903 -4.551  C85 1.090
28 H -1.158 -3.239 7.803  C192 1.090
29 H -6.310 -1.308 3.064  C212 1.090
30 C 7.114 -5.382 5.168  H22 1.090, H178 1.090, C203 1.589, C232 1.549
31 H 0.719 -1.890 5.963  C17 1.090
32 C -1.622 5.353 -8.737  C102 1.571, H169 1.090, H190 1.090, C227 1.519
33 C -0.460 -3.829 10.577  H84 1.090, H142 1.090, C186 1.575, N229 1.601
34 O 2.933 -0.687 -5.881  C199 1.426, H228 0.960
35 H -0.976 2.887 -0.108  C150 1.090
36 H 1.959 -3.370 11.809  C14 1.090
37 H -1.634 6.942 -10.139  C102 1.090
38 H -0.275 6.923 8.320  C221 1.090
39 H 5.626 6.461 -0.124  C88 1.090
40 H -2.845 7.998 -8.533  C23 1.090
41 H -2.458 5.780 -5.160  C174 1.090
42 H 4.606 2.886 0.234  C43 1.090
43 C 4.276 3.315 -0.712  H42 1.090, H83 1.090, H94 1.090, N207 1.507
44 H -5.068 7.003 -7.649  C143 1.090
45 H -7.120 0.200 -1.508  C233 1.090
46 H -2.214 -7.651 -4.652  C164 1.090
47 H -12.070 -1.750 -1.440  C181 1.090
48 H -1.322 -5.656 -0.905  C183 1.090
49 H -0.289 -3.067 5.242  C17 1.090
50 H -0.949 -1.808 6.282  C17 1.090
51 C 0.115 4.272 8.470  H75 1.090, H95 1.090, N170 1.554, H194 1.090
52 H 6.683 3.276 -2.105  C184 1.090
53 H 8.254 2.836 -0.068  C159 1.090
54 C -2.174 -9.149 -3.042  C164 1.587, H165 1.090, H198 1.090, C214 1.594
55 H -0.883 6.994 6.622  C221 1.090
56 H -1.335 -1.840 10.138  C186 1.090
57 H 4.883 -0.714 -10.403  C100 1.090
58 C 6.327 -3.251 1.248  C62 1.479, H128 1.090, C151 1.571, H234 1.090
59 H 0.945 -5.724 9.316  C26 1.090
60 C 0.840 -2.707 8.648  H65 1.090, C192 1.586, H223 1.090, N229 1.559
61 H 4.142 -3.573 -8.161  C115 1.090
62 C 7.535 -4.075 1.467  C58 1.479, N93 1.562, H204 1.090, H208 1.090
63 H -6.459 -0.664 0.904  C206 1.090
64 C 6.023 4.948 1.444  C76 1.511, C88 1.592, H171 1.090, H218 1.090
65 H 0.568 -1.698 8.960  C60 1.090
66 H 6.359 -3.715 3.757  C232 1.090
67 H -8.410 0.346 -2.757  C233 1.090
68 H -2.195 -2.691 11.349  C186 1.090
69 C -4.612 4.686 -6.294  H12 1.090, H123 1.090, H126 1.090, N167 1.542
70 C 3.109 -0.916 -8.388  H5 1.090, H8 1.090, N25 1.544, C199 1.543
71 H 9.473 -5.288 3.053  C131 1.090
72 H -10.290 -3.054 -2.551  C10 1.090
73 H 2.851 -2.541 10.517  C14 1.090
74 C -0.686 0.054 -0.447  H105 1.090, H106 1.090, H116 1.090, C209 1.521
75 H 0.468 3.293 8.148  C51 1.090
76 C 7.394 4.392 1.139  C64 1.511, H125 1.090, C159 1.466, H195 1.090
77 H 1.715 -1.150 12.415  C238 1.090
78 C -2.048 8.756 2.219  O21 1.247, O160 1.242, O197 1.344
79 H 3.946 3.655 -3.361  C6 1.090
80 H 4.570 -2.686 -6.596  C115 1.090
81 C -0.658 4.323 6.034  C98 1.535, H166 1.090, N170 1.551, H211 1.090
82 H 5.861 -2.092 -10.057  C100 1.090
83 H 3.347 3.860 -0.542  C43 1.090
84 H -1.064 -4.558 10.036  C33 1.090
85 C 4.122 5.309 -4.743  C6 1.505, H27 1.090, H140 1.090, H193 1.090
86 H 8.566 -6.876 3.201  C131 1.090
87 H -0.937 -4.628 -3.505  C187 1.090
88 C 5.247 5.479 0.159  H39 1.090, C64 1.592, H89 1.090, N207 1.576
89 H 4.214 5.711 0.417  C88 1.090
90 H -2.282 8.936 -5.095  C149 1.090
91 H 2.125 -5.131 10.544  C26 1.090
92 C 0.220 -8.323 -2.556  H108 1.090, C148 1.557, C214 1.529, H222 1.090
93 N 7.375 -5.105 2.629  C62 1.562, C114 1.547, C131 1.553, C232 1.513
94 H 4.113 2.575 -1.496  C43 1.090
95 H -0.851 4.035 8.916  C51 1.090
96 H -7.526 -0.054 3.051  C212 1.090
97 C -9.230 -1.752 -1.179  N3 1.538, C10 1.649, H137 1.090, H157 1.090
98 C -2.080 3.795 6.269  H11 1.090, C81 1.535, O113 1.425, H191 1.090
99 O -0.900 1.508 -2.451  C209 1.391
100 C 4.884 -1.654 -9.851  N25 1.506, H57 1.090, H82 1.090, H226 1.090
101 H -2.987 -5.897 -1.384  C183 1.090
102 C -2.395 6.258 -9.763  C23 1.582, C32 1.571, H37 1.090, H132 1.090
103 H 7.319 4.861 -1.531  C184 1.090
104 C -10.543 0.503 -0.901  N3 1.585, H156 1.090, C161 1.472, H237 1.090
105 H -1.295 -0.535 0.238  C74 1.090
106 H 0.243 0.379 0.021  C74 1.090
107 H -0.282 -9.716 -4.176  C214 1.090
108 H 0.073 -8.275 -1.477  C92 1.090
109 H -3.278 7.555 1.887  O197 0.960
110 H -8.055 -1.731 3.153  C212 1.090
111 H 1.805 6.207 7.595  C24 1.090
112 H 1.147 6.491 5.967  C24 1.090
113 O -1.999 2.584 7.015  H4 0.960, C98 1.425
114 C 6.227 -6.035 2.169  H2 1.090, N93 1.547, C162 1.564, H173 1.090
115 C 4.728 -2.796 -7.669  N25 1.518, H61 1.090, H80 1.090, H177 1.090
116 H -0.454 -0.798 -1.086  C74 1.090
117 H 6.658 -5.170 7.449  C203 1.090
118 H 3.841 5.711 -2.074  C163 1.090
119 H 1.860 4.918 6.229  C24 1.090
120 H -3.838 9.571 -4.522  C149 1.090
121 H -3.226 -3.969 -5.674  C189 1.090
122 H 6.547 -3.684 6.530  C203 1.090
123 H -5.494 5.285 -6.067  C69 1.090
124 H -1.573 -5.591 -4.759  C187 1.090
125 H 7.744 3.961 2.077  C76 1.090
126 H -4.155 4.307 -5.380  C69 1.090
127 H 6.621 2.665 0.307  C159 1.090
128 H 6.150 -2.609 2.111  C58 1.090
129 H -3.977 -5.404 -3.558  C196 1.090
130 H 4.498 -4.862 2.918  C162 1.090
131 C 8.687 -5.935 2.664  H71 1.090, H86 1.090, N93 1.553, H145 1.090
132 H -2.916 5.688 -10.533  C102 1.090
133 H -1.958 4.014 -7.072  C227 1.090
134 H -3.187 3.918 -8.250  C227 1.090
135 H -0.488 -10.388 -2.640  C214 1.090
136 C -8.715 -0.247 0.728  N3 1.587, H16 1.090, C206 1.529, H235 1.090
137 H -9.635 -2.440 -0.437  C97 1.090
138 H 5.251 -0.426 -6.774  C158 1.090
139 H -3.164 -2.584 -4.535  C189 1.090
140 H 3.831 4.703 -5.601  C85 1.090
141 H -2.979 8.541 -3.483  C149 1.090
142 H -0.313 -4.430 11.474  C33 1.090
143 C -4.315 6.350 -8.092  C23 1.517, H44 1.090, H155 1.090, N167 1.576
144 H -7.483 -2.060 0.871  C206 1.090
145 H 8.875 -6.291 1.651  C131 1.090
146 H 8.074 -3.812 4.055  C232 1.090
147 H -4.596 -3.401 -4.901  C189 1.090
148 C -0.129 -6.918 -3.127  N1 1.517, C92 1.557, H202 1.090, H224 1.090
149 C -3.189 8.695 -4.541  H90 1.090, H120 1.090, H141 1.090, C205 1.535
150 C -1.860 2.286 -0.320  H18 1.090, H35 1.090, H182 1.090, C209 1.557
151 C 5.121 -4.169 0.832  H9 1.090, C58 1.571, C162 1.578, H185 1.090
152 H -3.301 -4.062 -2.665  C196 1.090
153 H -4.107 7.795 -9.559  C23 1.090
154 H -1.741 6.033 7.914  C221 1.090
155 H -4.863 5.558 -8.602  C143 1.090
156 H -10.322 1.550 -0.692  C104 1.090
157 H -8.262 -2.135 -1.503  C97 1.090
158 C 5.528 -0.451 -7.828  N25 1.526, H138 1.090, H201 1.090, H230 1.090
159 C 7.346 3.431 0.033  H53 1.090, C76 1.466, H127 1.090, C184 1.564
160 O -3.046 9.495 2.243  C78 1.242
161 C -11.250 0.239 -2.166  C104 1.472, H180 1.090, C181 1.550, H219 1.090
162 C 4.898 -5.233 1.975  H15 1.090, C114 1.564, H130 1.090, C151 1.578
163 C 4.809 5.252 -2.276  C6 1.542, H118 1.090, N207 1.555, H217 1.090
164 C -2.531 -7.711 -3.611  N1 1.633, H46 1.090, C54 1.587, H225 1.090
165 H -2.705 -9.938 -3.575  C54 1.090
166 H 0.074 3.552 5.793  C81 1.090
167 N -3.537 5.558 -6.973  C69 1.542, C143 1.576, C174 1.563, C227 1.570
168 H -9.695 -1.623 -3.396  C10 1.090
169 H -0.963 5.998 -8.156  C32 1.090
170 N -0.001 5.133 7.180  C24 1.538, C51 1.554, C81 1.551, C221 1.518
171 H 5.510 4.084 1.867  C64 1.090
172 H 5.564 4.034 -3.927  C6 1.090
173 H 6.267 -6.801 2.943  C114 1.090
174 C -2.800 6.464 -5.935  H19 1.090, H41 1.090, N167 1.563, C205 1.560
175 C -0.350 -1.772 12.012  C186 1.499, H210 1.090, H213 1.090, C238 1.597
176 H 2.286 -4.746 8.765  C26 1.090
177 H 5.790 -3.041 -7.655  C115 1.090
178 H 7.957 -6.066 5.259  C30 1.090
179 H -2.378 0.540 -1.392  C209 1.090
180 H -10.792 0.607 -3.084  C161 1.090
181 C -11.519 -1.284 -2.257  C10 1.505, H47 1.090, C161 1.550, H188 1.090
182 H -2.662 2.782 -0.868  C150 1.090
183 C -1.994 -6.344 -1.418  N1 1.562, H48 1.090, H101 1.090, H200 1.090
184 C 6.713 3.990 -1.283  H52 1.090, H103 1.090, C159 1.564, N207 1.565
185 H 5.255 -4.596 -0.162  C151 1.090
186 C -1.183 -2.494 10.997  C33 1.575, H56 1.090, H68 1.090, C175 1.499
187 C -1.778 -5.282 -3.734  N1 1.544, H87 1.090, H124 1.090, C196 1.567
188 H -12.147 -1.430 -3.136  C181 1.090
189 C -3.542 -3.593 -4.701  H121 1.090, H139 1.090, H147 1.090, C196 1.571
190 H -0.976 4.686 -9.307  C32 1.090
191 H -2.596 3.522 5.348  C98 1.090
192 C -0.109 -3.271 7.509  C17 1.525, H28 1.090, C60 1.586, H215 1.090
193 H 4.884 6.001 -5.103  C85 1.090
194 H 0.860 4.698 9.142  C51 1.090
195 H 8.109 5.191 0.944  C76 1.090
196 C -3.199 -4.641 -3.583  H129 1.090, H152 1.090, C187 1.567, C189 1.571
197 O -2.322 7.476 1.914  C78 1.344, H109 0.960
198 H -2.454 -9.211 -1.990  C54 1.090
199 C 2.351 -1.205 -7.076  H13 1.090, O34 1.426, C70 1.543, H236 1.090
200 H -1.977 -7.326 -0.945  C183 1.090
201 H 6.554 -0.817 -7.810  C158 1.090
202 H 0.495 -6.139 -2.688  C148 1.090
203 C 7.052 -4.649 6.577  C30 1.589, H117 1.090, H122 1.090, H220 1.090
204 H 7.655 -4.616 0.529  C62 1.090
205 C -3.779 7.471 -5.255  H20 1.090, C149 1.535, C174 1.560, H231 1.090
206 C -7.462 -1.009 1.159  H63 1.090, C136 1.529, H144 1.090, C212 1.559
207 N 5.235 4.436 -1.023  C43 1.507, C88 1.576, C163 1.555, C184 1.565
208 H 8.407 -3.463 1.703  C62 1.090
209 C -1.454 1.099 -1.242  C74 1.521, O99 1.391, C150 1.557, H179 1.090
210 H -0.793 -0.786 12.153  C175 1.090
211 H -0.816 4.983 5.181  C81 1.090
212 C -7.312 -1.067 2.709  H29 1.090, H96 1.090, H110 1.090, C206 1.559
213 H -0.372 -2.284 12.974  C175 1.090
214 C -0.614 -9.446 -3.174  C54 1.594, C92 1.529, H107 1.090, H135 1.090
215 H 0.276 -4.266 7.287  C192 1.090
216 H -8.307 1.554 -1.544  C233 1.090
217 H 5.512 6.076 -2.396  C163 1.090
218 H 5.962 5.726 2.205  C64 1.090
219 H -12.263 0.639 -2.208  C161 1.090
220 H 7.997 -4.280 6.974  C203 1.090
221 C -0.788 6.386 7.522  H38 1.090, H55 1.090, H154 1.090, N170 1.518
222 H 1.270 -8.380 -2.844  C92 1.090
223 H 1.862 -2.531 8.313  C60 1.090
224 H 0.253 -6.805 -4.141  C148 1.090
225 H -3.611 -7.587 -3.533  C164 1.090
226 H 4.133 -2.298 -10.309  C100 1.090
227 C -2.534 4.638 -7.755  C32 1.519, H133 1.090, H134 1.090, N167 1.570
228 H 2.234 -0.166 -5.478  O34 0.960
229 N 0.988 -3.541 9.957  C14 1.581, C26 1.548, C33 1.601, C60 1.559
230 H 5.418 0.549 -8.248  C158 1.090
231 H -4.463 6.921 -4.608  C205 1.090
232 C 7.170 -4.414 3.960  C30 1.549, H66 1.090, N93 1.513, H146 1.090
233 C -8.152 0.487 -1.707  N3 1.554, H45 1.090, H67 1.090, H216 1.090
234 H 6.514 -2.562 0.424  C58 1.090
235 H -8.639 0.823 0.922  C136 1.090
236 H 2.034 -2.244 -6.982  C199 1.090
237 H -11.184 0.080 -0.128  C104 1.090
238 C 1.126 -1.398 11.532  H7 1.090, C14 1.598, H77 1.090, C175 1.597